The following is a DFT calculation (wB97M-V/def2-TZVPD) of a structure of composition C51H136AgN9O19 at a distorted geometry.

Its energy relative to the best compared isomer or geometry (same formula, charge and spin) is 8.6574 eV. The charge is +1. Its expectation value of S² is 0.755. As for the frontier orbital gap (alpha / beta): 5.049 / 5.049 eV. The spin multiplicity is 2.

Geometry as XYZ:
```
216
Properties=species:S:1:pos:R:3:forces:R:3
Ag -0.2752 -2.7445 -5.9533 -0.12 0.39 -0.45
C 2.9069 -2.3275 -0.3821 -1.32 0.88 -0.46
C 1.3696 -2.0252 -0.2889 -1.13 -1.27 1.16
C 0.8531 -1.8746 1.2582 -0.93 -0.08 -2.40
C 1.2920 -0.5606 1.8135 -0.55 0.00 -0.14
C 0.5831 0.5085 0.9786 1.47 0.32 -0.40
C 1.0163 0.4837 -0.5688 -0.11 2.33 1.35
N 0.8130 -0.8505 -1.1252 2.05 -0.62 -3.44
O 1.0181 -0.8688 -2.5352 -0.74 -0.61 5.00
C 2.5205 1.0253 -0.7012 -0.66 -0.87 1.46
C 0.0891 1.5082 -1.2351 -0.71 0.57 -0.62
C 0.6859 -3.3641 -0.7757 0.39 0.18 -0.47
H 3.6503 -1.5969 -0.0635 -0.44 0.29 0.24
H 3.0152 -2.4500 -1.4597 0.65 -0.62 0.11
H 3.0107 -3.2153 0.2418 0.34 -0.22 -0.50
H 0.9891 -2.7734 1.8598 0.79 0.01 -0.23
H -0.2229 -1.8654 1.0841 -0.36 0.12 0.32
H 2.3777 -0.6045 1.7264 0.15 0.83 0.20
H 1.0019 -0.3638 2.8456 0.20 -0.44 0.17
H 0.7983 1.4750 1.4344 0.66 0.37 -0.57
H -0.4893 0.5161 1.1736 -0.25 -0.84 -0.59
H 3.2389 0.3856 -1.2138 -0.51 0.22 -0.79
H 2.9336 0.9897 0.3068 0.01 0.25 0.23
H 2.5223 2.0800 -0.9765 0.09 -0.29 -0.43
H 0.2454 1.6621 -2.3028 -0.20 -0.88 -0.20
H 0.1329 2.5586 -0.9473 1.01 -0.06 1.02
H -0.9553 1.3345 -0.9759 -0.15 -0.66 -0.54
H -0.2862 -3.2859 -1.2625 -0.10 0.59 0.25
H 0.5691 -4.0818 0.0363 0.07 0.24 0.23
H 1.3027 -3.8862 -1.5072 0.22 0.16 -0.11
C 2.3622 8.2330 1.3208 -0.25 -1.57 0.95
C 3.5758 9.0203 1.0697 0.94 2.50 0.18
C 4.2659 9.7217 2.2996 0.66 -0.06 -1.01
O 3.5541 10.8708 2.6702 -0.48 0.38 2.47
C 3.7563 11.3066 4.0532 -0.24 0.36 -0.18
N 4.5001 8.3191 0.2539 1.26 -1.37 -0.75
H 2.0270 7.8001 0.3783 -0.59 0.54 0.01
H 1.6332 8.7364 1.9558 -0.23 0.11 -0.50
H 2.6554 7.3386 1.8705 0.07 -0.23 0.39
H 3.3203 9.8139 0.3676 -0.47 0.68 0.53
H 5.2652 10.0368 1.9991 0.23 0.31 -0.79
H 4.6032 9.0746 3.1093 -1.10 -0.56 0.55
H 4.7891 11.4702 4.3609 0.39 0.00 -0.69
H 3.3604 10.7157 4.8791 -0.33 -1.15 -0.58
H 3.2262 12.2392 4.2464 0.07 0.22 -0.81
H 5.0383 8.9460 -0.3270 0.06 0.00 0.08
H 5.1599 7.7508 0.7657 0.02 -0.20 0.13
C -9.8446 -3.1591 -1.3252 1.70 1.16 -0.28
C -9.4117 -4.2533 -0.3392 1.69 1.48 -0.65
C -8.4987 -3.6458 0.8223 -0.94 0.35 0.77
O -7.1413 -3.3182 0.5432 -0.62 -1.01 -0.71
C -6.2864 -3.1333 1.6708 0.40 -0.21 -2.03
N -10.5954 -4.8236 0.1548 -1.51 -0.73 2.05
H -10.2748 -2.2805 -0.8443 -0.75 -0.51 0.52
H -10.4264 -3.4086 -2.2125 -0.14 -0.52 0.33
H -8.9589 -2.6446 -1.6978 0.49 -0.37 -0.43
H -8.8166 -5.0533 -0.7797 0.59 0.31 -0.65
H -8.5757 -4.2944 1.6948 0.29 -0.75 -0.03
H -8.9216 -2.7336 1.2432 -0.68 0.36 -0.39
H -6.5986 -2.2633 2.2484 0.09 -0.30 0.46
H -5.3550 -2.9523 1.1345 0.27 0.70 0.39
H -6.0297 -4.0662 2.1728 -0.83 -0.01 0.70
H -11.1239 -5.3390 -0.5346 0.09 0.21 -0.26
H -10.3925 -5.4802 0.8950 -0.10 -0.16 0.20
C 7.2227 -8.6734 2.9248 1.13 0.09 1.71
C 6.1386 -8.0333 3.8695 0.47 -0.58 -4.15
C 6.3015 -6.5543 4.2185 0.36 -1.07 1.53
O 7.5883 -6.2852 4.7720 -0.50 0.36 0.46
C 7.7166 -6.5308 6.1794 0.18 -0.25 -1.00
N 4.9354 -8.0904 3.0469 -1.57 -0.26 -0.39
H 7.3559 -8.2328 1.9367 -0.52 0.48 0.10
H 7.0561 -9.7383 2.7626 -0.34 -0.05 0.13
H 8.2075 -8.6100 3.3875 0.22 -0.02 0.06
H 5.8439 -8.7232 4.6603 0.90 0.51 0.73
H 5.4273 -6.5241 4.8689 0.22 0.99 1.06
H 6.0836 -5.7610 3.5035 0.30 -0.70 -0.81
H 7.0231 -5.8918 6.7260 0.04 -0.14 0.24
H 8.7548 -6.3383 6.4500 -0.12 0.37 -0.04
H 7.5775 -7.5931 6.3804 -0.43 -0.08 0.24
H 4.7712 -9.0747 2.8907 -0.54 -0.32 0.24
H 5.1478 -7.8200 2.0972 0.18 0.66 -0.13
C 1.6686 -2.7901 8.0273 -1.40 -0.25 0.22
C 0.1269 -2.3957 8.1847 1.22 -1.36 0.26
C -0.6869 -3.6858 8.4411 -0.10 0.65 -0.26
O -2.0955 -3.4923 8.3721 -0.97 -0.98 -0.30
C -2.6782 -2.7188 7.3279 1.14 1.60 0.76
N -0.0640 -1.4053 9.2269 0.61 -0.25 0.06
H 2.3386 -1.9367 7.9228 -0.23 0.09 -0.34
H 1.7114 -3.4746 7.1801 0.26 0.37 -0.38
H 2.0915 -3.3904 8.8328 -0.45 0.16 0.50
H -0.1840 -1.9978 7.2186 0.02 -0.09 -0.36
H -0.5312 -4.1189 9.4292 0.14 0.49 0.22
H -0.3457 -4.4780 7.7746 -0.13 0.03 -0.63
H -2.2463 -2.7811 6.3290 0.23 -0.61 -0.02
H -2.4759 -1.7058 7.6757 -0.15 0.65 -0.56
H -3.7640 -2.7313 7.2337 0.07 -1.00 0.50
H 0.5876 -0.6702 8.9921 -0.17 0.48 0.37
H -1.0022 -1.0316 9.2406 -0.08 0.03 -0.04
C -4.0341 0.0102 -9.1407 -0.22 -0.75 0.68
C -3.2248 -0.4313 -7.8859 -0.04 1.90 0.22
C -4.1063 -0.3988 -6.6137 -0.06 -1.88 1.51
O -3.3979 -1.0182 -5.4664 1.31 0.15 -0.24
C -3.8575 -0.8333 -4.1198 -1.63 0.91 -0.39
N -2.4901 -1.6849 -8.1164 -0.75 -0.08 0.25
H -4.9368 -0.5822 -9.2902 -0.38 0.03 0.50
H -3.5122 -0.2327 -10.0663 0.54 0.64 0.08
H -4.3014 1.0616 -9.0351 0.02 -0.06 -0.41
H -2.5311 0.3923 -7.7171 0.56 -0.23 -0.05
H -4.9985 -1.0124 -6.7388 -0.20 -0.19 -0.32
H -4.4942 0.5818 -6.3377 0.49 0.32 -0.22
H -4.0730 0.2161 -3.9189 -0.48 0.23 -0.35
H -3.2556 -1.0417 -3.2353 1.37 -0.69 -0.94
H -4.7462 -1.4380 -3.9391 -0.35 0.15 -0.19
H -2.0592 -1.5998 -9.0259 0.72 0.40 -0.12
H -3.2714 -2.2527 -8.4118 -0.16 -1.24 0.42
C -8.0763 2.2074 2.1897 -0.34 -0.36 -0.12
C -7.4338 2.2385 0.7955 0.38 0.58 -0.42
C -8.4558 2.5688 -0.3030 0.28 -1.78 -0.17
O -7.9552 2.2400 -1.6167 -0.09 1.19 0.56
C -7.9266 3.2721 -2.6531 0.42 -2.23 1.12
N -6.4528 3.2639 0.8051 0.97 2.53 0.42
H -8.6772 1.3138 2.3587 0.29 -0.17 0.15
H -8.7696 3.0244 2.3896 -0.13 0.33 -0.64
H -7.3296 2.3724 2.9664 0.18 -0.66 0.00
H -6.7727 1.4159 0.5227 -1.27 -1.28 0.13
H -8.7695 3.6037 -0.1662 -0.07 0.00 -0.26
H -9.2588 1.8460 -0.1586 -0.66 0.34 0.03
H -7.8740 2.5758 -3.4901 -0.19 0.78 -0.66
H -6.9761 3.7998 -2.5740 -0.31 0.54 -0.04
H -8.8326 3.8780 -2.6482 0.21 0.14 -0.07
H -5.5450 3.1032 0.3927 -0.27 -0.15 0.30
H -6.4248 3.7250 1.7032 0.59 0.20 -0.33
C 10.3238 3.8223 -4.5919 1.00 0.98 -0.94
C 9.8698 2.4200 -4.4945 -0.72 -0.62 0.79
C 9.5395 2.0083 -3.0614 0.57 -1.19 0.58
O 9.4662 0.5275 -3.0378 0.04 2.24 1.09
C 8.7050 0.1445 -1.9037 -0.62 -1.23 -0.93
N 8.6782 2.2210 -5.2664 -1.15 -0.34 -1.00
H 11.3482 4.0334 -4.2849 -0.13 -0.24 0.77
H 9.6081 4.4801 -4.0989 0.13 0.17 0.08
H 10.3976 4.1085 -5.6411 -0.52 0.03 -0.17
H 10.4574 1.6570 -5.0051 1.24 0.29 0.77
H 8.6153 2.4052 -2.6414 -0.95 0.03 -1.03
H 10.1447 2.4525 -2.2712 1.39 -0.67 -0.07
H 9.0726 0.4320 -0.9186 0.35 0.20 -0.15
H 8.6068 -0.9389 -1.9717 0.41 -0.15 0.32
H 7.6686 0.4584 -2.0279 -0.17 0.59 0.17
H 8.4334 1.2860 -4.9733 -0.74 -0.32 -0.47
H 7.9181 2.8246 -4.9873 -0.15 0.24 0.18
C -2.5913 4.4780 6.0348 0.65 -1.22 -0.31
C -1.4418 4.9965 6.8953 -0.40 0.66 0.47
C 0.0043 4.6677 6.5469 0.84 0.06 -1.19
O 0.8886 5.2157 7.5125 0.61 0.08 0.09
C 2.2394 5.4122 7.0075 -1.61 0.65 0.18
N -1.5087 6.4733 6.9216 0.91 -0.48 0.03
H -2.7565 5.0855 5.1450 -0.01 0.09 0.18
H -3.5182 4.2941 6.5780 -0.02 0.76 0.25
H -2.3796 3.4589 5.7111 0.32 -0.17 -0.33
H -1.4770 4.5010 7.8655 -0.66 0.25 0.61
H 0.3100 5.1002 5.5943 -0.36 0.08 -0.48
H 0.2455 3.6055 6.5056 -0.58 -0.38 -0.13
H 2.8493 5.4889 7.9076 0.29 -0.27 -0.44
H 2.2538 6.3473 6.4475 0.09 0.42 0.20
H 2.5319 4.6965 6.2391 0.14 -0.70 0.58
H -0.6429 6.7140 7.3826 0.05 0.68 0.16
H -2.2579 6.9222 7.4289 -0.27 -0.51 0.13
C -1.4498 -7.8362 2.9017 0.07 -0.95 -0.12
C -0.6115 -8.9814 2.3518 0.03 -0.28 -0.67
O -1.2614 -9.8132 1.4216 -0.60 -0.28 -0.24
O -2.5042 -8.2436 3.7313 -0.29 -0.13 0.75
H -2.0335 -7.3490 2.1206 0.75 0.40 -0.45
H -0.7103 -7.1949 3.3813 -0.31 0.60 0.18
H -0.2603 -9.6925 3.0995 0.02 0.40 0.45
H 0.2622 -8.5704 1.8460 0.36 0.36 0.20
H -1.7322 -9.2562 0.7974 -0.12 -0.03 -0.15
H -2.1789 -8.5141 4.5930 0.09 -0.10 0.05
C -6.4655 -8.6224 -3.1963 0.84 0.41 2.30
C -5.7971 -8.2405 -1.8548 -0.70 -0.35 -0.05
O -4.3944 -8.1121 -1.9118 0.49 -0.16 -0.31
O -6.2556 -7.6031 -4.1218 -0.05 0.32 -0.93
H -7.5329 -8.6546 -2.9781 0.00 -0.36 -0.37
H -6.0190 -9.5922 -3.4158 -0.34 -0.15 -0.80
H -5.9666 -9.0623 -1.1591 -0.15 0.14 0.17
H -6.2434 -7.3200 -1.4785 -0.11 0.09 0.13
H -4.1518 -7.4700 -2.5830 0.00 0.20 0.09
H -5.3130 -7.4462 -4.2132 0.04 -0.13 -0.19
C -1.8929 7.4370 -5.1177 0.09 -0.01 -0.43
C -3.1119 7.4894 -4.2330 0.62 -2.21 0.03
O -4.3086 7.7652 -4.9146 0.25 1.31 0.08
O -1.4946 8.7612 -5.4192 1.05 0.31 0.12
H -1.9441 6.7916 -5.9946 -0.77 0.23 -0.44
H -1.0647 6.9490 -4.6039 0.14 0.48 0.56
H -2.7796 8.1588 -3.4395 -0.82 0.34 0.25
H -3.3254 6.5016 -3.8247 0.46 -0.11 0.38
H -4.2648 8.7185 -5.0195 -0.68 0.25 -0.38
H -2.0742 9.2922 -5.9704 -0.34 -0.61 -0.16
C 5.1058 6.6557 -5.3057 -0.10 -0.76 -0.47
C 3.9929 5.5889 -5.2170 -0.20 2.00 0.64
O 4.4339 4.2860 -5.3326 0.67 -1.26 -0.77
O 5.9290 6.6309 -6.5306 -1.36 0.00 1.94
H 5.6514 6.5353 -4.3697 0.88 0.08 -0.27
H 4.5886 7.6114 -5.2203 0.23 0.12 -0.40
H 3.2002 5.9117 -5.8919 -0.18 -0.61 -0.46
H 3.6008 5.6622 -4.2026 -0.26 0.67 0.15
H 3.8734 3.7333 -4.7832 0.11 -0.07 -0.13
H 6.2218 5.7180 -6.5810 0.22 -0.19 -0.21
C 3.8170 -3.4291 -6.7436 0.55 -1.32 -0.91
C 3.6535 -1.9946 -7.1338 0.33 0.82 2.71
O 2.4749 -1.6720 -7.7954 -0.27 -0.06 -1.23
O 2.6920 -4.1523 -6.1998 -0.49 1.54 0.00
H 4.6853 -3.4953 -6.0880 -0.05 0.02 0.21
H 4.1246 -3.8587 -7.6970 -0.15 -0.80 0.02
H 4.5708 -1.7046 -7.6462 -0.02 -0.34 -0.61
H 3.6867 -1.3168 -6.2808 0.06 -0.19 0.72
H 2.8055 -0.9399 -8.3211 -0.97 0.32 -0.52
H 2.8408 -5.0990 -6.1423 0.46 0.10 -0.20
```
Positions in Å, forces in eV/Å.

Results of the Mulliken charge analysis, in e, for atoms 1 through 4:
1 Ag 0.89
2 C -1.69
3 C 1.31
4 C -1.44